The following is a quantum chemistry calculation of 2 unconnected molecules or ions with the total composition C6H10O, from the OMol25 dataset.

Properties
LUMO energy (alpha / beta)	-1.1 / -1.1	eV
highest occupied orbital energy (alpha / beta)	-9.40 / -9.42	eV
relative energy (zero: lowest compared OMol25 entry of this formula, charge and spin)	5.315	eV
DFT total energy	-8425.92579	eV
charge	0
orbital gap (alpha / beta)	8.321 / 8.312	eV

Geometry as XYZ:
```
17
Properties=species:S:1:pos:R:3:lowdin_charge:R:1
O -1.533 -0.072 1.726 0.02
C -1.151 -1.044 1.115 -0.35
C 0.302 -1.330 0.798 -0.19
C 1.163 -0.064 0.727 -0.21
C 1.282 0.485 -0.667 -0.20
C -1.771 -0.440 -1.466 0.24
C 0.980 1.730 -1.037 0.00
H -1.857 -1.845 0.819 0.10
H 0.654 -1.993 1.602 0.12
H 0.349 -1.907 -0.132 0.10
H 2.173 -0.290 1.094 0.11
H 0.734 0.690 1.397 0.11
H 1.700 -0.198 -1.410 0.10
H -1.850 -0.628 -2.558 -0.04
H -2.405 0.459 -1.315 -0.03
H 1.156 2.080 -2.052 0.05
H 0.589 2.454 -0.326 0.06
```